Record 1
C10H27N6OPd | wB97M-V/def2-TZVPD

Each line ends with the natural charge from an NBO analysis.
Geometry (Å):
Pd: -1.207438 -0.592847 0.732454  0.650
N: -1.831783 -2.195310 1.888078  -0.776
C: -3.073372 -1.836058 2.604918  -0.237
C: -2.947946 -0.427545 3.165738  -0.234
N: -2.639309 0.525996 2.080722  -0.832
H: -1.924998 -3.068520 1.381585  0.403
H: -1.050326 -2.326367 2.528212  0.423
H: -3.287278 -2.536319 3.414589  0.212
H: -3.899066 -1.884200 1.893304  0.204
H: -2.126684 -0.391913 3.883200  0.207
H: -3.865320 -0.172359 3.700906  0.207
H: -2.354357 1.426882 2.444717  0.397
H: -3.455797 0.676147 1.497764  0.384
N: 2.896938 -2.941242 0.652840  -0.813
C: 1.656858 -2.396182 0.701331  0.688
O: 1.048168 -2.298272 1.755836  -0.670
C: 1.127715 -1.899739 -0.634849  -0.531
C: -0.383070 -1.769697 -0.672326  -0.547
H: 3.301891 -3.294514 1.503574  0.411
H: 3.374478 -3.099750 -0.215346  0.400
H: 1.479237 -2.590861 -1.410060  0.217
H: 1.604781 -0.943621 -0.847176  0.224
H: -0.816752 -2.769901 -0.578223  0.179
H: -0.716533 -1.351856 -1.624399  0.193
C: 1.812315 1.282485 0.922641  -0.410
N: 1.612840 1.420227 -0.511041  -0.423
C: 2.818070 1.284696 -1.312314  -0.418
C: 0.368072 1.484293 -1.041789  0.669
N: -0.667964 1.098369 -0.335983  -0.836
N: 0.251650 1.987137 -2.307698  -0.437
C: -0.970724 1.745754 -3.054772  -0.418
C: 0.928178 3.227654 -2.677700  -0.410
H: 2.539588 2.025176 1.255678  0.208
H: 2.191280 0.287533 1.174411  0.205
H: 0.872599 1.434767 1.441241  0.233
H: 3.349478 0.376855 -1.015156  0.204
H: 3.491743 2.130106 -1.156681  0.209
H: 2.569832 1.214281 -2.366878  0.228
H: -1.524288 1.457103 -0.739312  0.371
H: -1.748414 2.485615 -2.831838  0.189
H: -1.350034 0.748178 -2.844502  0.220
H: -0.744433 1.809927 -4.118336  0.223
H: 1.740781 3.443614 -1.992763  0.220
H: 0.221398 4.061818 -2.645333  0.202
H: 1.327994 3.152460 -3.689262  0.212

Cartesian forces (eV/Å) of the 2 atoms listed first:
Pd -0.164 0.469 -0.281
N 0.007 0.078 0.047

**2S+1**: 1
**Charge**: +1
**Energy relative to the best compared isomer or geometry (same formula, charge and spin)**: 0.00 kJ/mol
**F_max**: 0.570 eV/A
**HOMO-LUMO gap**: 9.243 eV



Record 2
C10H28AsFeN3SbSe4 | wB97M-V/def2-TZVPD

Each line ends with the Löwdin spin population.
Geometry (Å):
Fe: 0.005515 -0.010490 -0.221840  1.970
N: -1.105546 1.775454 -0.348176  0.027
C: -1.965101 1.857476 0.846783  0.003
C: -1.114770 1.497809 2.051008  -0.001
N: -0.342564 0.245110 1.820591  -0.022
C: -0.983410 -0.977812 2.374083  -0.001
C: -1.892557 -1.626780 1.350037  0.003
N: -1.128871 -1.753304 0.093590  0.025
H: -1.638350 1.755722 -1.213368  0.002
H: -0.493058 2.583641 -0.419030  0.005
H: -2.410528 2.844032 0.980408  0.001
H: -2.782483 1.149939 0.714804  0.000
H: -0.390658 2.297289 2.207193  0.000
H: -1.713242 1.424810 2.960699  0.000
H: 0.547474 0.353053 2.292465  0.000
H: -0.180973 -1.673715 2.624301  0.000
H: -1.523710 -0.752387 3.295628  -0.001
H: -2.256780 -2.586589 1.718432  0.000
H: -2.765721 -1.007401 1.149668  0.000
H: -0.505755 -2.555902 0.129135  0.006
H: -1.726165 -1.919317 -0.712458  0.006
C: 3.252564 1.699097 -2.376274  0.000
C: 3.542369 0.376782 -1.680540  0.005
As: 2.547598 0.121184 -0.038090  0.011
C: 3.359072 -1.551209 0.588501  0.006
C: 2.543921 -2.318659 1.620293  0.001
C: 3.435493 1.420601 1.138561  -0.001
C: 2.748522 1.699558 2.467268  0.000
H: 3.773199 1.734470 -3.332532  0.000
H: 3.578906 2.561759 -1.792795  0.000
H: 2.186182 1.816030 -2.588601  0.000
H: 4.601000 0.261734 -1.439056  0.000
H: 3.266708 -0.453805 -2.328543  0.002
H: 4.343376 -1.295018 0.982048  0.000
H: 3.520608 -2.154640 -0.306039  0.000
H: 2.402620 -1.743767 2.539836  0.000
H: 3.040471 -3.248701 1.897563  0.000
H: 1.559855 -2.582483 1.226499  0.001
H: 3.540335 2.340935 0.564728  0.000
H: 4.442669 1.034502 1.300815  0.000
H: 1.756792 2.124564 2.310342  0.000
H: 3.315007 2.421644 3.055398  0.000
H: 2.656455 0.799419 3.082785  0.000
Se: 3.112226 -1.318455 -4.972705  0.076
Sb: 0.903375 -0.496043 -4.720741  0.036
Se: 0.362093 1.899148 -5.225426  0.886
Se: -0.549895 -1.865507 -6.202184  0.880
Se: -0.462291 -0.482425 -2.627576  0.072

Cartesian forces (eV/Å) of the 2 atoms listed first:
Fe 0.155 -0.043 -0.426
N -0.003 -0.012 0.005

**2S+1**: 5
**Charge**: +1
**Energy relative to the best compared isomer or geometry (same formula, charge and spin)**: 0.00 kJ/mol
**F_max**: 0.456 eV/A
**HOMO-LUMO gap (spin up / spin down)**: 7.204 / 5.833 eV



Record 3
C10H28CuO8 | wB97M-V/def2-TZVPD

Each line ends with the Löwdin spin population.
Geometry (Å):
Cu: 0.199558 0.081901 -0.154307  0.719
C: -0.109203 -0.961101 -4.115160  0.001
C: 0.023812 0.458877 -3.541790  0.014
O: 0.137813 0.605958 -2.169349  0.089
H: -1.171419 -1.199359 -4.275625  0.000
H: 0.238323 -1.784308 -3.506694  0.000
H: 0.292362 -0.973953 -5.130333  0.000
H: -0.772868 1.089222 -3.964904  0.004
H: 0.952863 0.855728 -3.988388  0.000
C: 2.940373 2.745866 1.971765  0.001
C: 3.036846 1.383784 1.252331  0.014
O: 1.866197 0.761890 0.965035  0.127
H: 3.839300 3.136624 2.445195  0.000
H: 2.181857 2.649854 2.755876  0.000
H: 2.608232 3.424858 1.182995  0.000
H: 3.695639 0.701246 1.827006  0.005
H: 3.678610 1.595991 0.374418  0.007
C: -1.088935 2.489034 1.648143  0.000
C: -2.269591 3.429879 1.684902  0.000
O: -2.169976 4.707026 1.075358  0.000
O: -0.807725 2.026164 0.339477  -0.001
H: -1.463446 1.688152 2.301084  0.000
H: -0.147106 2.789296 2.108390  0.000
H: -2.546681 3.523660 2.743487  0.000
H: -3.083557 2.885947 1.179335  0.000
H: -2.983520 5.166027 1.298381  0.000
H: -1.414128 2.366205 -0.326021  0.000
C: 1.607854 -4.062491 -0.180979  0.000
C: 1.782749 -2.687900 -0.869828  0.000
O: 0.514691 -2.053672 -0.934503  0.005
O: 0.731681 -4.833028 -1.036110  0.000
H: 1.075459 -3.934515 0.762248  0.000
H: 2.622788 -4.438030 -0.019948  0.000
H: 2.093288 -2.904579 -1.893668  0.000
H: 2.407568 -2.080404 -0.214138  0.000
H: 0.067424 -2.145798 -1.773499  0.000
H: 0.177260 -5.288900 -0.397495  0.000
C: -1.566960 -1.601498 1.621194  0.001
C: -2.538743 -0.853303 0.692358  0.000
O: -2.054363 -0.620805 -0.630884  0.006
O: -0.343311 -0.856313 1.697647  0.008
H: -1.280894 -2.589270 1.243844  0.000
H: -2.019452 -1.768164 2.599751  0.000
H: -2.639704 0.097650 1.225469  0.000
H: -3.513312 -1.338453 0.745680  0.000
H: -2.782179 -0.854857 -1.214150  0.000
H: -0.005455 -0.830159 2.596424  0.000

Cartesian forces (eV/Å) of the 2 atoms listed first:
Cu 1.819 0.947 -1.780
C -1.724 0.305 -0.555

**2S+1**: 2
**Energy relative to the best compared isomer or geometry (same formula, charge and spin)**: 159.55 kJ/mol
**F_max**: 2.715 eV/A
**HOMO-LUMO gap (spin up / spin down)**: 7.461 / 6.344 eV



Record 4
C10H28CuO8 | wB97M-V/def2-TZVPD

Each line ends with the Löwdin spin population.
Geometry (Å):
Cu: -17.932407 13.864434 11.754244  0.718
C: -14.460268 11.358600 10.416590  0.009
C: -15.037170 12.146952 11.566861  0.011
O: -16.331690 12.573394 11.321806  0.107
H: -14.974053 10.453936 10.070939  0.000
H: -13.477225 10.965918 10.708984  0.002
H: -14.313369 11.834673 9.440139  0.000
H: -14.363503 12.975146 11.862917  0.000
H: -15.044784 11.464418 12.436613  -0.001
C: -19.037664 11.801048 8.859277  0.005
C: -20.020342 12.071608 10.003442  0.012
O: -19.595459 12.890397 11.010525  0.115
H: -18.792315 12.723832 8.332664  0.000
H: -19.369180 11.142061 8.046310  0.000
H: -18.119648 11.279817 9.158172  0.000
H: -20.386124 11.075850 10.299654  0.000
H: -20.850604 12.517741 9.423879  0.006
C: -16.853667 14.459726 8.827681  0.000
C: -15.498970 14.764715 8.284755  0.000
O: -14.464193 14.396025 9.190086  0.000
O: -17.195324 15.328789 9.890954  -0.001
H: -17.018574 13.401668 9.042063  0.000
H: -17.610894 14.468923 8.024666  0.000
H: -15.371436 15.803580 7.967320  0.000
H: -15.274142 14.167778 7.390698  0.000
H: -14.768248 13.716872 9.806233  0.000
H: -16.523834 16.012096 9.962842  0.000
C: -19.216640 12.632761 14.616343  0.000
C: -20.069250 11.510402 14.033993  0.000
O: -21.051973 12.037999 13.161309  0.000
O: -18.079086 12.831954 13.783454  -0.003
H: -18.925442 12.340481 15.635737  0.000
H: -19.796146 13.535072 14.827588  0.000
H: -20.547552 10.919175 14.813745  0.000
H: -19.438524 10.874818 13.404962  0.000
H: -20.598587 12.382438 12.349085  0.000
H: -17.280662 12.689594 14.295718  0.000
C: -16.680945 16.272083 13.549334  0.001
C: -18.043677 16.774698 13.059674  0.001
O: -18.883525 15.737724 12.546768  0.005
O: -16.297843 15.064705 12.918647  0.015
H: -16.675403 16.115243 14.635357  0.000
H: -16.015278 17.135324 13.454220  0.000
H: -17.809662 17.426862 12.212600  0.000
H: -18.588672 17.349371 13.804980  0.000
H: -19.747552 15.805897 12.961182  0.000
H: -15.382415 15.161245 12.635999  0.000

Cartesian forces (eV/Å) of the 2 atoms listed first:
Cu 0.805 -1.988 -0.801
C 1.095 -1.069 -1.112

**2S+1**: 2
**Energy relative to the best compared isomer or geometry (same formula, charge and spin)**: 79.09 kJ/mol
**F_max**: 2.308 eV/A
**HOMO-LUMO gap (spin up / spin down)**: 8.086 / 6.751 eV